Entry 1:
Here is a molecular structure, C17H13Br3N4O2S2Zr from the Open Molecules 2025 dataset. Energies are from ωB97M-V/def2-TZVPD.

```
! RIJCOSX wB97M-V def2-TZVPD def2/J DEFGRID3
* xyz 0 1
Zr 0.169 0.029 2.687
Br -1.104 1.063 5.252
C 0.103 0.079 6.401
Br 0.261 -1.749 5.868
H -0.293 0.120 7.405
H 1.075 0.545 6.302
C 1.730 -3.002 2.487
O 1.293 -1.907 1.665
C 1.003 -2.169 0.354
C 1.235 -3.368 -0.289
C 0.902 -3.462 -1.638
Br 1.191 -5.105 -2.521
C 0.380 -2.397 -2.340
C 0.158 -1.185 -1.684
C 0.448 -1.112 -0.340
O 0.206 0.022 0.423
C -0.409 -0.048 -2.432
N -1.215 -0.177 -3.441
C -1.499 1.128 -3.841
C -2.317 1.578 -4.878
C -2.428 2.940 -5.060
C -1.745 3.850 -4.232
C -0.937 3.421 -3.198
C -0.834 2.042 -3.028
N -0.150 1.267 -2.101
H 0.929 -3.736 2.560
H 1.946 -2.575 3.460
H 2.638 -3.432 2.067
H 1.645 -4.220 0.229
H 0.136 -2.474 -3.389
H -0.536 0.540 0.070
H -2.840 0.873 -5.510
H -3.054 3.323 -5.855
H -1.860 4.911 -4.407
H -0.420 4.120 -2.554
H 0.601 1.592 -1.515
N 3.097 0.330 4.419
C 2.150 0.126 3.787
S 0.473 4.570 1.900
C -0.056 3.081 2.036
N -0.460 1.961 2.107
S -1.612 -1.395 2.773
*
```

Results
- Energy relative to the best compared isomer or geometry (same formula, charge and spin): 237.59 kJ/mol
- HOMO energy: -8.50 eV
- Total energy: -260976.0170 eV
- Kohn-Sham gap: 8.12 eV

***

Entry 2:
Here is a molecular structure, C27H47N3OPRu from the Open Molecules 2025 dataset. Energies are from ωB97M-V/def2-TZVPD.

```
! RIJCOSX wB97M-V def2-TZVPD def2/J DEFGRID3
* xyz 1 5
C 2.424 1.712 0.002
C 1.496 2.434 -0.826
C 1.879 2.252 -2.195
C 2.999 1.340 -2.235
C 3.354 1.031 -0.862
Ru 1.453 0.191 -1.383
C -0.081 -2.482 -1.728
C 0.263 -1.990 -0.491
H -0.455 -1.937 0.329
C 1.598 -1.482 -0.196
H 2.422 -2.131 -0.517
H 1.741 -1.131 0.832
C -1.356 -3.211 -1.994
H -2.153 -2.923 -1.309
H -1.688 -3.015 -3.017
H -1.227 -4.296 -1.907
C 1.017 -2.659 -2.740
H 1.738 -1.823 -2.688
H 1.593 -3.575 -2.554
H 0.622 -2.692 -3.759
C 0.302 3.174 -0.339
H -0.214 2.600 0.444
H 0.574 4.159 0.065
H -0.410 3.332 -1.158
C 1.246 2.948 -3.346
H 0.153 2.859 -3.308
H 1.488 4.020 -3.336
H 1.594 2.527 -4.293
C 3.707 0.844 -3.443
H 3.049 0.834 -4.317
H 4.571 1.480 -3.670
H 4.065 -0.178 -3.284
C 4.502 0.186 -0.445
H 4.576 -0.701 -1.084
H 5.456 0.726 -0.518
H 4.380 -0.146 0.591
C 2.352 1.650 1.487
H 2.861 0.758 1.864
H 2.803 2.528 1.974
H 1.300 1.597 1.797
C -0.156 0.079 -2.749
C -1.364 -0.218 -2.177
C -0.051 0.195 -4.137
C -2.555 -0.199 -2.916
H -1.322 -0.239 -1.070
C -1.230 0.207 -4.901
H 0.922 0.261 -4.623
C -2.475 0.033 -4.292
H -3.514 -0.391 -2.417
H -1.177 0.336 -5.985
H -3.399 0.063 -4.871
C -2.893 -2.136 3.493
N -2.355 -1.441 2.324
C -3.268 -1.453 1.182
P -1.371 -0.093 2.537
O -0.868 0.398 1.231
N -2.088 1.151 3.369
C -2.580 2.322 2.642
C -2.606 1.028 4.728
N -0.310 -0.709 3.673
C 0.329 -2.002 3.424
C 0.541 0.209 4.431
H -3.165 -3.150 3.172
H -3.797 -1.646 3.890
H -2.145 -2.214 4.287
H -2.710 -1.356 0.241
H -3.790 -2.419 1.178
H -4.018 -0.647 1.236
H -2.614 2.124 1.563
H -3.590 2.577 2.994
H -1.923 3.188 2.820
H -3.705 1.098 4.717
H -2.315 0.083 5.201
H -2.218 1.858 5.338
H 1.379 -1.871 3.119
H 0.316 -2.597 4.349
H -0.197 -2.561 2.641
H 0.107 1.215 4.455
H 1.551 0.267 3.996
H 0.632 -0.157 5.463
*
```

Results
- HOMO energy (spin up / spin down): -9.93 / -10.87 eV
- Total energy: -47142.2961 eV
- Kohn-Sham gap (spin up / spin down): 7.70 / 6.14 eV
- <S²>: 6.033

***

Entry 3:
Here is 2 unconnected molecules or ions with the total composition C10H13O4P from the Open Molecules 2025 dataset. Energies are from ωB97M-V/def2-TZVPD.

```
! RIJCOSX wB97M-V def2-TZVPD def2/J DEFGRID3
* xyz 0 1
O -0.574 0.288 1.862
P -0.438 0.946 0.552
C -1.551 2.436 0.463
O -1.416 3.123 1.672
C 1.281 1.602 0.276
O 1.535 2.061 -1.019
C -0.827 -0.093 -0.891
C -0.881 -1.466 -0.696
C -1.134 -2.307 -1.764
C -1.338 -1.774 -3.027
C -1.293 -0.402 -3.222
C -1.032 0.442 -2.157
H -1.257 3.116 -0.339
H -2.587 2.098 0.297
H -1.410 2.466 2.384
H 1.978 0.813 0.594
H 1.397 2.455 0.954
H 1.468 1.322 -1.634
H -0.724 -1.848 0.302
H -1.171 -3.376 -1.617
H -1.537 -2.427 -3.864
H -1.461 0.011 -4.206
H -0.995 1.512 -2.307
C 1.620 -2.432 3.818
C 1.873 -1.918 2.663
O 2.127 -1.466 1.622
H 1.358 -1.811 4.652
H 1.623 -3.499 3.960
*
```

Results
- Energy relative to the best compared isomer or geometry (same formula, charge and spin): 94.68 kJ/mol
- HOMO energy: -9.27 eV
- Structure (SMILES): O=P(CO)(CO)c1ccccc1.C=C=O
- Total energy: -28059.0013 eV
- Kohn-Sham gap: 9.95 eV

***

Entry 4:
Here is 11 unconnected molecules or ions with the total composition C57H131N5O11 from the Open Molecules 2025 dataset. Energies are from ωB97M-V/def2-TZVPD.

```
! RIJCOSX wB97M-V def2-TZVPD def2/J DEFGRID3
* xyz 0 1
C -2.934 2.546 -1.107
C -3.823 3.473 -0.310
C -4.158 2.875 1.078
C -3.101 4.817 -0.065
C -2.992 5.625 -1.321
C -4.397 5.916 -1.711
C -5.157 4.656 -2.079
C -6.601 5.181 -2.236
C -4.641 4.017 -3.486
N -5.165 3.738 -0.909
O -5.767 2.516 -1.211
H -2.712 3.029 -2.058
H -2.052 2.524 -0.466
H -3.230 1.518 -1.318
H -4.727 3.503 1.764
H -4.734 1.951 1.129
H -3.265 2.628 1.653
H -3.536 5.296 0.812
H -2.069 4.655 0.247
H -2.547 6.597 -1.106
H -2.402 5.157 -2.108
H -4.439 6.594 -2.562
H -4.833 6.488 -0.893
H -6.820 5.891 -1.440
H -7.354 4.396 -2.173
H -6.699 5.824 -3.111
H -3.565 4.139 -3.607
H -5.168 4.535 -4.287
H -5.037 3.018 -3.669
H -6.391 2.341 -0.503
C 0.684 5.750 2.902
C 1.476 4.500 2.383
C 1.197 4.299 0.893
C 3.063 4.814 2.644
C 3.916 3.555 2.704
C 3.278 2.653 3.867
C 1.823 2.194 3.613
C 1.699 1.036 2.656
C 1.359 1.613 5.063
N 1.006 3.410 3.303
O -0.363 3.065 3.098
H 0.809 5.904 3.974
H 1.013 6.616 2.327
H -0.393 5.627 2.792
H 1.688 3.418 0.482
H 0.167 4.152 0.565
H 1.462 5.194 0.329
H 3.471 5.469 1.875
H 3.181 5.407 3.551
H 3.850 3.115 1.709
H 4.976 3.715 2.900
H 3.312 3.161 4.831
H 3.966 1.852 4.136
H 2.281 0.247 3.133
H 2.313 1.311 1.798
H 0.683 0.804 2.337
H 2.018 0.753 5.180
H 0.359 1.181 5.097
H 1.511 2.263 5.925
H -0.802 3.632 3.737
C -3.954 0.200 4.071
C -3.597 -1.100 3.227
C -2.801 -0.679 2.052
C -2.706 -1.995 4.080
C -3.491 -2.837 5.072
C -4.513 -3.700 4.337
C -5.570 -2.814 3.512
C -6.501 -3.743 2.685
C -6.444 -2.059 4.606
N -4.704 -1.957 2.671
O -5.551 -1.191 1.839
H -3.157 0.906 4.308
H -4.682 0.724 3.453
H -4.421 -0.074 5.017
H -3.181 0.123 1.418
H -1.865 -0.286 2.450
H -2.661 -1.418 1.263
H -2.029 -2.562 3.441
H -2.106 -1.384 4.755
H -2.735 -3.488 5.511
H -4.011 -2.239 5.820
H -5.138 -4.413 4.875
H -4.114 -4.333 3.544
H -7.467 -3.382 2.332
H -6.654 -4.618 3.318
H -5.942 -4.232 1.887
H -7.449 -2.464 4.724
H -6.520 -0.985 4.431
H -6.041 -2.023 5.618
H -5.445 -1.702 1.033
C -2.629 -4.633 0.899
C -1.089 -5.006 1.155
C -0.688 -6.219 0.231
C -0.220 -3.702 0.862
C 1.238 -3.752 1.423
C 1.077 -3.986 2.945
C 0.297 -5.342 3.297
C 1.233 -6.530 3.107
C -0.095 -5.195 4.821
N -0.962 -5.421 2.572
O -1.759 -6.528 2.826
H -3.339 -5.443 0.730
H -3.120 -4.259 1.797
H -2.764 -3.845 0.158
H 0.316 -6.614 0.388
H -1.409 -7.035 0.278
H -0.610 -5.940 -0.820
H -0.207 -3.666 -0.228
H -0.791 -2.842 1.213
H 1.846 -4.538 0.974
H 1.780 -2.845 1.156
H 0.504 -3.173 3.392
H 1.995 -4.042 3.530
H 0.678 -7.401 3.455
H 2.139 -6.610 3.707
H 1.486 -6.754 2.070
H -0.509 -6.145 5.162
H -0.864 -4.461 5.062
H 0.865 -5.083 5.323
H -1.405 -7.230 2.274
C 7.173 -1.584 0.235
C 6.361 -0.316 -0.207
C 4.907 -0.705 -0.087
C 6.558 0.695 1.009
C 7.818 1.621 1.021
C 7.921 2.265 -0.358
C 7.924 1.177 -1.506
C 7.946 2.118 -2.686
C 9.278 0.387 -1.441
N 6.790 0.232 -1.484
O 6.937 -0.625 -2.522
H 6.680 -2.019 1.104
H 7.286 -2.298 -0.582
H 8.230 -1.417 0.442
H 4.657 -1.324 0.775
H 4.219 0.140 -0.116
H 4.725 -1.282 -0.993
H 5.800 1.475 1.075
H 6.560 0.225 1.993
H 7.690 2.366 1.807
H 8.732 1.088 1.284
H 8.813 2.888 -0.418
H 7.063 2.925 -0.486
H 8.068 1.675 -3.674
H 8.717 2.879 -2.566
H 6.962 2.587 -2.699
H 9.246 -0.636 -1.819
H 9.689 0.113 -0.469
H 9.993 0.800 -2.153
H 6.213 -0.347 -3.088
C 1.567 -0.300 -0.980
C 0.195 0.050 -1.413
O -0.789 -0.971 -1.272
H 2.174 0.606 -0.975
H 1.959 -1.161 -1.522
H 1.481 -0.650 0.048
H 0.298 0.197 -2.489
H -0.227 0.965 -0.998
H -0.918 -1.201 -0.349
C -2.153 -4.362 -4.646
C -1.707 -4.146 -3.190
O -0.486 -3.383 -3.174
H -3.242 -4.355 -4.687
H -1.852 -5.324 -5.061
H -1.805 -3.597 -5.341
H -1.627 -5.031 -2.559
H -2.505 -3.491 -2.840
H -0.551 -2.668 -2.536
C -3.645 -1.106 -3.704
C -4.182 0.094 -4.506
O -4.433 -0.293 -5.825
H -4.446 -1.788 -3.421
H -3.244 -0.578 -2.838
H -2.814 -1.704 -4.078
H -3.523 0.962 -4.493
H -5.113 0.346 -3.998
H -4.832 0.364 -6.400
C 1.040 3.218 -2.811
C 1.492 4.300 -3.777
O 2.524 5.058 -3.205
H 0.113 3.526 -2.326
H 1.688 3.128 -1.939
H 1.059 2.246 -3.303
H 0.632 4.888 -4.100
H 1.667 3.851 -4.754
H 2.790 5.736 -3.830
C 3.337 -3.061 -3.433
C 2.691 -3.246 -4.787
O 1.515 -2.324 -4.711
H 4.255 -3.636 -3.309
H 2.597 -3.396 -2.706
H 3.596 -2.028 -3.201
H 2.305 -4.259 -4.893
H 3.237 -2.744 -5.586
H 0.722 -2.786 -4.429
C 0.086 1.466 -6.135
C 1.408 0.586 -5.975
O 1.456 -0.478 -6.857
H -0.774 0.855 -6.412
H 0.343 2.220 -6.879
H -0.022 1.880 -5.133
H 1.579 0.381 -4.918
H 2.306 1.152 -6.223
H 1.587 -1.297 -6.374
*
```

Results
- Energy relative to the best compared isomer or geometry (same formula, charge and spin): 372.50 kJ/mol
- HOMO energy: -8.34 eV
- Structure (SMILES): CC1(C)CCCC(C)(C)N1O.CC1(C)CCCC(C)(C)N1O.CC1(C)CCCC(C)(C)N1O.CC1(C)CCCC(C)(C)N1O.CC1(C)CCCC(C)(C)N1O.CCO.CCO.CCO.CCO.CCO.CCO
- Total energy: -91195.0615 eV
- Kohn-Sham gap: 8.80 eV

***

Entry 5:
Here is C5H8N2S in the gas phase from the Open Molecules 2025 dataset. Energies are from ωB97M-V/def2-TZVPD.

```
! RIJCOSX wB97M-V def2-TZVPD def2/J DEFGRID3
* xyz 0 1
H 0.603 2.394 -0.619
N -0.413 2.305 -0.382
C -0.688 1.059 -0.355
C -2.053 0.525 -0.005
C -2.015 -0.793 -0.081
C -0.658 -1.313 -0.460
N 0.073 -0.067 -0.655
S 1.729 -0.008 -0.937
C 2.377 0.018 0.777
H -2.912 1.121 0.290
H -2.848 -1.543 0.178
H -0.168 -1.818 0.356
H -0.694 -1.882 -1.403
H 2.159 -0.949 1.251
H 3.516 0.066 0.718
H 1.993 0.883 1.328
*
```

Results
- Energy relative to the best compared isomer or geometry (same formula, charge and spin): 124.17 kJ/mol
- HOMO energy: -8.91 eV
- Structure (SMILES): [H]/N=C1/C=CCN1SC
- Total energy: -19129.1344 eV
- Kohn-Sham gap: 9.69 eV

***

Entry 6:
Here is 5 unconnected molecules or ions with the total composition C16H29N5O11 from the Open Molecules 2025 dataset. Energies are from ωB97M-V/def2-TZVPD.

```
! RIJCOSX wB97M-V def2-TZVPD def2/J DEFGRID3
* xyz 0 1
C 2.999 3.474 -0.652
O 1.738 2.966 -1.029
C 1.394 1.764 -0.375
C 1.187 1.919 1.132
C 0.498 0.688 1.686
C 0.163 0.798 3.192
C 1.128 0.093 4.157
O 0.788 -1.275 4.459
C 0.123 -1.942 3.501
O 0.549 -2.899 2.942
C 2.571 0.221 3.711
C 3.217 -0.840 3.079
C 4.527 -0.640 2.653
C 5.128 0.594 2.878
C 4.391 1.562 3.551
N 3.134 1.401 3.969
H 3.599 2.705 -0.158
H 3.544 3.819 -1.528
H 2.883 4.300 0.052
H 2.219 1.049 -0.520
H 0.519 1.329 -0.851
H 0.607 2.826 1.294
H 2.178 2.077 1.556
H -0.464 0.593 1.191
H 1.066 -0.215 1.460
H 0.237 1.856 3.438
H -0.876 0.533 3.366
H 1.087 0.639 5.097
H -0.896 -1.621 3.261
H 2.749 -1.796 2.906
H 5.046 -1.434 2.135
H 6.133 0.789 2.540
H 4.858 2.517 3.758
C -4.092 -3.494 3.071
N -3.675 -2.215 2.432
O -3.028 -2.285 1.409
O -4.010 -1.189 2.986
H -3.719 -4.313 2.468
H -3.665 -3.513 4.069
H -5.177 -3.496 3.113
C -3.665 1.491 -0.533
N -2.712 2.597 -0.252
O -1.738 2.345 0.431
O -2.967 3.683 -0.725
H -3.304 0.591 -0.049
H -4.632 1.788 -0.135
H -3.703 1.362 -1.608
C -2.436 -0.620 -5.047
N -3.197 -0.328 -3.802
O -4.352 -0.690 -3.734
O -2.604 0.263 -2.918
H -3.089 -1.144 -5.731
H -2.116 0.335 -5.454
H -1.586 -1.227 -4.769
C 0.507 -2.681 -8.148
N -0.183 -2.366 -6.867
O -1.356 -2.672 -6.764
O 0.478 -1.826 -6.008
H -0.204 -3.159 -8.811
H 0.866 -1.744 -8.562
H 1.335 -3.342 -7.914
*
```

Results
- HOMO energy: -9.06 eV
- Structure (SMILES): COCCCC[C@@H](OC=O)c1ccccn1.C[N+](=O)[O-].C[N+](=O)[O-].C[N+](=O)[O-].C[N+](=O)[O-]
- Total energy: -47022.9301 eV
- Kohn-Sham gap: 8.76 eV

***

Question: Look up the total energy of the fifth one.
Answer: -19129.1344 eV